No. 1
{
  "formula": "C16H49NO9",
  "method": "wB97M-V/def2-TZVPD",
  "homo_lumo_gap_ev": 10.123,
  "lumo_energy_ev": 0.5412,
  "fmax_ev_per_a": 3.59,
  "smiles": "CC1(C)CCCC(C)(C)N1O.CO.CO.CO.CO.CO.CO.CO.O",
  "e_homo_ev": -9.58,
  "total_charge": 0,
  "relative_energy_ev": 0.000,
  "symbols": ["O", "O", "O", "O", "O", "O", "O", "O", "O", "N", "C", "C", "C", "C", "C", "C", "C", "C", "C", "C", "C", "C", "C", "C", "C", "C", "H", "H", "H", "H", "H", "H", "H", "H", "H", "H", "H", "H", "H", "H", "H", "H", "H", "H", "H", "H", "H", "H", "H", "H", "H", "H", "H", "H", "H", "H", "H", "H", "H", "H", "H", "H", "H", "H", "H", "H", "H", "H", "H", "H", "H", "H", "H", "H", "H"],
  "positions_angstrom": [[-0.6154, -1.5206, -1.5314], [0.1728, -0.5791, -4.1126], [1.8825, -2.9809, -0.8735], [6.0558, 0.3062, 3.2799], [4.2833, -1.9195, 0.1751], [1.9402, 0.4951, -0.0747], [3.5260, -0.2216, 2.3252], [-0.5351, 3.4345, 2.3480], [-0.8326, 1.1926, 0.3120], [-1.9399, 0.4015, -0.1374], [0.7873, 0.5938, -4.6660], [-1.8550, -0.9144, 2.0705], [6.7336, -0.7723, 2.6810], [-2.7244, 1.2160, -1.1808], [-1.8585, 1.5169, -2.3601], [-3.2038, 2.5464, -0.5170], [-3.9589, -0.7439, 0.6241], [-2.6936, 0.0096, 1.1723], [2.6826, 1.6495, -0.4857], [-3.8451, 0.3334, -1.6324], [2.6512, -1.1322, 2.9560], [-4.7301, -0.0514, -0.5134], [-0.2505, 4.4267, 1.3197], [-1.4438, -2.5619, -1.9238], [1.8066, -4.3373, -0.6644], [-3.2340, 1.1156, 2.0755], [0.0298, 0.8236, -0.0136], [-2.4490, 1.8026, 2.3212], [3.1677, -2.0076, 3.4103], [-1.2650, -1.6661, 1.5522], [1.8848, -1.4377, 2.2583], [-0.1164, 5.3244, 1.8730], [2.1707, -0.6082, 3.7488], [7.7281, -0.5088, 2.2566], [6.1698, -1.0807, 1.7912], [0.7128, 0.4471, -5.7402], [-5.4977, -0.7930, -0.8206], [-4.4149, 0.9175, -2.4027], [0.6187, 4.1156, 0.7591], [-5.3021, 0.8154, -0.1166], [2.2928, 0.2535, 0.8093], [4.1451, -0.6878, 1.7044], [-2.4315, -2.5219, -1.3931], [3.5439, 1.8444, 0.0984], [3.3820, -2.1501, -0.1848], [-3.4733, 3.3864, -1.2097], [-3.3380, 0.5898, 3.0301], [4.9077, -2.6732, 0.0998], [-2.5039, 1.9348, -3.1164], [-1.0918, -3.5873, -1.5854], [2.0878, 2.5675, -0.5730], [-4.0374, 1.6537, 1.7360], [-4.6713, -0.8165, 1.4461], [1.0282, -2.5783, -1.1369], [-1.1571, -0.2835, 2.6831], [-1.1201, -0.8633, -0.9167], [2.2507, -4.5429, 0.3238], [0.2131, -0.6727, -3.1792], [-0.9181, 2.5812, 2.0290], [-3.5146, -0.5827, -2.1481], [-4.1064, 2.3389, 0.0578], [0.7061, -4.6880, -0.6202], [6.8128, -1.5960, 3.3492], [-1.7386, -2.6317, -3.0009], [-2.3687, 2.9099, 0.0671], [2.9692, 1.4296, -1.4835], [-1.0329, 2.2394, -2.1025], [1.9147, 0.6751, -4.4576], [0.4041, 1.5428, -4.4900], [5.1039, 0.1960, 3.0968], [-1.4791, 0.5684, -2.7564], [-3.7534, -1.7129, 0.2759], [-1.1301, 4.5683, 0.6942], [-2.4889, -1.4593, 2.7120], [2.3548, -4.8780, -1.4019]]
}

---

No. 2
{
  "formula": "C16H49O21P5",
  "method": "wB97M-V/def2-TZVPD",
  "homo_lumo_gap_ev": [10.002, 3.124],
  "lumo_energy_ev": [-2.3395, -9.2168],
  "fmax_ev_per_a": 5.37,
  "s2": 0.75,
  "e_homo_ev": [-12.34, -12.34],
  "total_charge": 1,
  "relative_energy_ev": 0.000,
  "multiplicity": 2,
  "symbols": ["P", "P", "P", "P", "P", "O", "O", "O", "O", "O", "O", "O", "O", "O", "O", "O", "O", "O", "O", "O", "O", "O", "O", "O", "O", "O", "C", "C", "C", "C", "C", "C", "C", "C", "C", "C", "C", "C", "C", "C", "C", "C", "H", "H", "H", "H", "H", "H", "H", "H", "H", "H", "H", "H", "H", "H", "H", "H", "H", "H", "H", "H", "H", "H", "H", "H", "H", "H", "H", "H", "H", "H", "H", "H", "H", "H", "H", "H", "H", "H", "H", "H", "H", "H", "H", "H", "H", "H", "H", "H", "H"],
  "positions_angstrom": [[-6.3937, 1.5692, 1.0399], [2.6027, 3.4398, -1.7107], [4.7447, -2.6827, -0.8940], [2.7392, -2.3035, 4.1061], [-1.8177, -1.5999, -1.9304], [2.8098, 4.8852, -1.9853], [2.3206, -1.3159, 2.8695], [-1.6298, -3.1951, -2.0991], [2.0510, 3.0293, -0.2383], [-5.1129, 1.9699, 1.7097], [4.9381, -1.5153, 0.2279], [5.5925, -2.1663, -2.1318], [4.3497, -2.6790, 3.9091], [1.4843, 2.6627, -2.6521], [-6.3259, 0.8932, -0.4181], [-0.4802, 0.9437, 0.4515], [3.1838, -2.4836, -1.3467], [-7.3125, 0.4530, 1.7904], [5.0968, -4.0193, -0.3778], [-3.1250, -1.4103, -0.9988], [-2.3199, -1.1131, -3.4011], [3.9598, 2.5308, -1.8440], [-0.6068, -0.9381, -1.3765], [1.7842, -3.4470, 4.2910], [2.7238, -1.2869, 5.3861], [-7.4623, 2.7466, 0.8759], [5.2950, -1.6855, 3.7701], [-2.6768, 0.2187, -3.6341], [-7.8343, 0.7581, 3.0429], [-1.2628, 2.0375, 0.0673], [2.1027, -2.2458, -0.3804], [2.7467, 3.5074, 0.9450], [-0.7731, -3.7622, -3.0462], [7.0192, -1.9766, -1.9794], [-5.7410, 1.7067, -1.5092], [-4.3311, -2.1569, -1.2904], [4.7538, -0.1653, -0.2223], [-8.8069, 2.4729, 0.3710], [1.5503, -0.9875, 6.0824], [0.9325, -0.9927, 2.6887], [1.2498, 1.2769, -2.4663], [4.6951, 2.7397, -2.9863], [0.7296, -0.9983, 1.6178], [1.5926, 0.8676, -1.5160], [7.4644, -2.6001, -1.2041], [4.4369, -0.0242, -1.2556], [2.4808, -2.5533, 0.5945], [5.6797, 0.4004, -0.1189], [-8.9106, 0.6323, 2.9257], [1.6443, 0.6840, -3.2915], [-0.1620, -3.0420, -3.5901], [7.2273, -0.9518, -1.6718], [5.9160, -2.1440, 3.0006], [3.2912, 4.4370, 0.7789], [-4.3948, -2.6819, -2.2435], [0.6648, -0.0419, 3.1497], [-2.6475, 0.8404, -2.7393], [-2.1674, 1.7500, -0.4685], [-0.6862, 2.7952, -0.4633], [-1.4177, -4.3151, -3.7295], [-7.4997, 0.0201, 3.7720], [-9.5744, 2.5282, 1.1431], [0.1815, 1.0652, -2.4214], [-3.6829, 0.2036, -4.0532], [7.5054, -2.1571, -2.9381], [-8.8608, 1.5228, -0.1604], [-5.4533, 0.9877, -2.2763], [-5.1873, -1.4877, -1.3763], [1.4833, 0.0914, 6.2225], [-0.5577, 0.2624, -0.2203], [1.8470, -1.1863, -0.3963], [3.3758, 2.6958, 1.3106], [5.8776, -1.4138, 4.6504], [-1.9857, 0.7015, -4.3251], [1.1645, -2.7703, -0.5611], [4.1142, 3.1835, -3.7948], [0.6554, -1.3167, 5.5542], [4.7993, -0.8310, 3.3095], [-0.0920, -4.3850, -2.4662], [4.0853, 0.4485, 0.3815], [1.6617, -1.4051, 7.0830], [-1.7344, 2.4919, 0.9387], [5.6223, 3.3027, -2.8794], [0.3160, -1.7844, 3.1145], [-4.5716, -2.8674, -0.4996], [-9.0608, 3.3364, -0.2438], [2.0221, 3.7662, 1.7170], [5.0168, 1.7938, -3.4220], [-4.8186, 2.2081, -1.2161], [-7.6908, 1.7530, 3.4644], [-6.4129, 2.4751, -1.8915]]
}

---

Question: Number 2 is which compound?
Answer: C16H49O21P5